# 1
The following is a DFT calculation (ωB97M-V/def2-TZVPD) of a cluster of 4 separate species, C20H31F9NO7 in total.

Structure (XYZ):
```
68
Properties=species:S:1:pos:R:3:forces:R:3
F 4.054 0.422 1.163 0.334 -0.581 0.096
F -1.818 2.115 1.498 -0.109 0.529 -0.096
F 5.842 0.870 2.283 -0.097 -0.585 -0.158
F 4.183 -0.121 3.250 0.256 -0.406 -0.343
F 2.013 -6.075 -3.771 0.087 0.707 0.212
F 3.908 -5.223 -4.358 -0.326 0.439 0.300
F -1.243 2.665 3.503 -0.102 0.471 -0.535
F 3.601 -5.888 -2.324 -0.269 0.527 -0.116
F -3.129 3.348 2.698 0.043 0.170 -0.276
O 6.514 -1.721 2.506 -0.862 0.632 -0.133
O 3.440 -3.207 -2.293 -0.195 -0.756 -0.593
O 1.439 -3.410 -3.307 0.331 -0.698 -0.075
O -1.438 5.443 2.623 -0.139 -1.218 -0.012
O -5.359 0.673 0.533 0.121 -0.884 -0.571
O 5.027 -2.151 0.872 -0.158 0.760 0.253
O -0.383 4.414 0.923 -0.530 -0.770 0.316
N -5.136 1.871 1.172 -0.932 2.308 -0.259
C -3.307 -1.398 -0.615 0.602 -0.216 0.424
C 3.003 -5.266 -3.359 0.514 -1.784 -0.369
C 3.111 -1.859 -1.922 -0.094 0.713 0.354
C -6.011 3.794 -0.447 0.138 -0.927 0.996
C 4.887 -0.062 2.101 -0.484 1.693 0.391
C -0.809 6.687 2.263 0.290 0.916 -0.214
C 5.466 -1.426 1.724 0.979 -1.462 0.090
C -1.826 3.131 2.388 0.064 -1.239 0.949
C 7.126 -3.004 2.284 0.522 -0.692 -0.138
C -1.985 -1.515 -1.500 0.665 -0.127 1.077
C -4.522 -0.814 -2.945 -0.648 1.458 0.113
C 2.503 -3.870 -2.990 -0.044 1.583 0.509
C 8.089 -2.943 1.116 -0.083 0.280 -0.241
C -4.572 -0.770 -1.357 -0.686 -0.744 0.536
C 2.250 -1.842 -0.676 -0.326 -0.348 0.102
C -1.129 4.385 1.861 0.700 1.910 -0.199
C -3.597 -2.834 0.044 0.036 0.380 -0.115
C -4.927 0.717 -0.866 -0.281 -1.070 -2.309
C -5.723 3.039 0.478 0.505 0.497 -2.014
C -1.556 7.358 1.129 -0.216 -0.286 -0.206
H -4.104 1.962 1.284 -0.458 0.446 0.240
H -1.517 6.754 0.220 0.138 0.079 0.033
H -2.611 7.482 1.385 0.103 0.117 0.097
H 1.286 -2.324 -0.857 0.017 0.120 -0.118
H -4.491 -2.741 0.749 1.131 -0.369 -0.993
H 8.613 -3.893 0.999 -0.055 0.051 0.058
H 2.631 -1.334 -2.751 -0.042 -0.288 -0.021
H -1.105 -1.346 -0.786 -1.121 -0.254 -1.032
H -3.668 -0.158 -3.325 -1.006 -1.212 0.343
H -5.481 -1.399 -1.048 1.140 0.869 -0.364
H 7.671 -3.252 3.197 -0.173 0.326 0.047
H -3.055 -0.713 0.269 -0.358 -0.747 -1.114
H -3.772 -3.625 -0.763 -0.016 1.130 1.075
H -4.055 1.426 -1.054 -1.058 -0.766 0.566
H 8.824 -2.149 1.265 0.014 -0.130 0.103
H 7.564 -2.721 0.184 -0.014 -0.136 0.061
H -6.329 4.471 -1.296 0.511 -1.070 1.683
H -1.842 -2.585 -1.879 -0.364 1.631 0.120
H 2.735 -2.391 0.132 0.081 0.175 -0.087
H -4.519 -1.853 -3.386 0.327 1.180 0.727
H -5.625 1.830 2.090 0.652 -0.367 -0.350
H 4.055 -1.350 -1.723 0.062 -0.353 -0.049
H -0.841 7.322 3.150 -0.150 -0.344 0.083
H 0.244 6.532 2.017 -0.170 -0.246 -0.033
H -1.127 8.338 0.912 -0.006 -0.078 0.065
H 6.368 -3.777 2.142 -0.090 0.263 -0.074
H 2.067 -0.817 -0.348 0.081 -0.036 -0.047
H -5.856 1.010 -1.467 1.459 0.026 0.792
H -5.472 -0.301 -3.332 1.202 -0.808 0.461
H -1.877 -0.737 -2.310 -0.225 -1.053 0.792
H -2.694 -3.195 0.646 -1.214 0.663 -0.810
```
Forces are in eV/Å.

Computed properties:
Strongest force on any atom   2.56 eV/Å
Net charge   +1
E_HOMO   -12.7841 eV
Gap between HOMO and LUMO   9.3 eV
Energy   -2260.4979 Eh

Atom charges from the Mulliken analysis, given in e for atoms 1 to 5: -0.2254 -0.2836 -0.2525 -0.2669 -0.2444

---

# 2
The following is a DFT calculation (ωB97M-V/def2-TZVPD) of a structure of composition C2H39HgO18.

Structure (XYZ):
```
60
Properties=species:S:1:pos:R:3:forces:R:3
Hg 0.344 2.418 2.970 -1.340 -1.185 -2.402
O -0.038 -2.206 4.210 0.954 -2.263 0.704
O 1.531 -2.296 -2.286 0.216 0.526 -0.081
O -1.414 0.729 3.456 2.598 1.410 2.477
O -0.144 1.733 0.812 -0.895 1.417 1.548
O -0.491 -0.089 -4.142 1.538 -1.815 -1.029
O -3.293 -0.020 1.454 -0.759 1.769 0.751
O 0.793 -2.813 1.450 -0.712 0.997 0.024
O -1.017 -3.390 -1.265 1.903 -0.591 0.275
O 1.816 0.625 -2.793 1.948 1.281 0.988
O -2.443 2.548 -0.377 0.753 -0.736 -0.180
O 1.447 0.507 3.675 1.152 0.579 -0.952
O -3.200 -0.182 -2.364 0.240 0.499 0.249
O 3.334 1.169 -0.478 -0.107 0.719 0.538
O 3.055 -1.635 -0.379 0.942 -0.039 0.548
O 0.798 3.436 -1.135 -1.374 0.006 0.955
O 2.376 2.490 1.753 0.015 -0.514 1.047
O -1.797 -2.502 1.890 -1.230 0.559 0.175
O -1.219 2.567 -2.951 -1.530 -1.208 0.069
C 0.246 0.423 0.572 2.710 0.918 -2.393
C -0.414 -0.103 -0.701 0.318 0.006 0.551
H -0.071 -1.033 -1.105 0.872 -0.393 0.229
H 2.120 -2.967 -2.647 -0.767 -0.361 -0.157
H -0.870 -2.673 1.749 0.653 -0.214 -0.274
H 1.671 0.982 -1.904 0.287 -0.071 -0.613
H -0.883 -3.960 -0.501 0.504 -0.193 -0.018
H 3.128 2.175 2.268 0.423 0.075 -0.176
H -1.749 1.987 0.032 -0.628 0.461 0.729
H 0.494 2.653 -0.561 0.290 1.588 -0.526
H -1.513 3.120 -3.664 0.009 0.478 -0.471
H 2.417 -1.861 -1.098 0.292 0.092 -0.315
H 0.346 -2.615 3.412 -0.280 0.708 0.435
H 0.127 4.155 -0.948 1.025 -1.284 -0.186
H -2.251 -2.837 1.118 -0.111 -0.296 -0.108
H 1.054 0.174 -3.069 -1.755 -0.980 -0.800
H -0.375 2.853 -2.649 1.641 0.648 0.263
H 1.198 -2.171 0.866 0.231 0.591 -0.293
H -1.431 -0.314 -0.563 -1.614 -0.001 0.755
H 2.554 3.402 1.577 0.402 1.244 -0.648
H 1.348 0.515 0.358 -0.873 -0.808 0.194
H 0.173 -0.178 1.408 -0.721 -1.625 1.744
H -3.969 0.350 0.858 0.620 -0.282 0.207
H -1.917 -3.195 -1.178 -2.310 0.766 -0.441
H -0.754 -0.413 -5.017 -0.019 0.235 0.515
H -0.333 0.598 -1.502 0.121 0.678 -0.429
H -2.386 0.026 -1.877 -0.398 -0.121 -0.359
H 0.639 -2.587 -2.061 -0.008 -0.881 -0.403
H -1.139 0.489 -3.822 -1.690 1.467 0.459
H -3.608 0.695 -2.430 -0.097 -0.278 -0.013
H -0.242 -1.319 4.040 -0.650 1.723 -0.934
H -2.940 -0.812 1.106 0.407 -1.386 -0.617
H -2.035 2.546 -1.258 -0.615 0.582 -0.518
H 1.237 0.267 4.561 -0.195 -0.764 1.344
H 2.839 1.655 0.210 0.422 -0.637 -0.878
H 3.967 -1.797 -0.713 -1.087 0.203 0.307
H 3.003 0.257 -0.505 0.335 -0.130 0.102
H -2.043 0.390 2.871 -2.275 -0.949 -2.474
H 1.410 -3.507 1.410 1.245 -1.746 0.107
H 2.422 0.495 3.602 -0.596 -0.305 0.165
H -1.891 1.018 4.235 -0.430 -0.170 0.233
```
Forces are in eV/Å.

Computed properties:
Strongest force on any atom   3.86 eV/Å
Net charge   +1
E_HOMO   -12.2193 eV
Gap between HOMO and LUMO   5.3 eV
Energy   -1606.9647 Eh

Atom charges from the Mulliken analysis, given in e for atoms 1 to 5: 1.0500 -0.6651 -0.6383 -0.4394 -0.8446

---

# 3
The following is a DFT calculation (ωB97M-V/def2-TZVPD) of a structure of composition C35H34ClNOSi2Tl.

Structure (XYZ):
```
75
Properties=species:S:1:pos:R:3:forces:R:3
Tl -2.917 1.002 1.290 0.180 0.276 1.771
Cl 0.812 0.206 -3.343 -0.331 0.179 0.775
Si 0.006 0.061 -0.301 -0.653 0.641 0.722
Si 2.486 -0.944 -3.740 1.297 -0.396 -0.902
O -2.821 2.899 -0.607 -0.148 0.079 0.202
N -4.665 3.199 1.450 -0.624 0.119 0.263
C 2.591 2.390 2.011 -0.190 -0.223 -0.028
C -1.426 -4.411 -0.143 0.287 0.864 -0.243
C 4.215 0.846 -2.384 0.385 -0.221 0.343
C 3.134 0.083 2.400 -0.056 0.124 0.024
C -6.150 4.332 -0.073 0.482 -0.307 0.335
C 2.009 -5.563 -3.360 0.008 0.410 -0.128
C 2.268 -3.569 -4.719 -0.045 -0.007 0.319
C -4.220 2.998 -0.940 0.578 0.615 -0.294
C -1.159 0.600 4.224 -0.946 0.135 0.114
C -1.088 1.999 3.948 -0.272 -0.113 -0.519
C 2.138 -3.374 -2.303 -0.098 -0.742 -0.192
C 1.996 -4.772 -2.203 0.109 0.297 -0.097
C 5.368 1.204 -1.674 0.105 -0.142 -0.130
C 2.072 -0.325 1.581 0.098 0.405 0.128
C -5.429 3.657 2.471 0.090 -0.286 -0.539
C 5.041 -1.419 -2.585 0.080 0.132 0.324
C -0.676 -1.656 -0.148 -0.119 -0.420 -0.281
C -2.472 0.331 4.728 0.707 -0.294 -0.464
C -3.197 1.545 4.747 -0.093 0.362 -0.660
C 6.198 -1.066 -1.870 -0.204 0.272 -0.216
C 6.354 0.244 -1.393 -0.378 -0.138 -0.226
C -1.409 -3.667 1.040 -0.116 0.346 0.373
C 2.235 -2.759 -3.558 -0.151 -0.616 -0.284
C 3.447 1.440 2.597 -0.859 -0.403 -0.673
C -0.771 -2.390 -1.353 -0.182 -0.199 0.331
C -2.347 2.581 4.258 -0.138 -0.506 -0.347
C -6.906 4.832 0.986 0.641 -0.159 -0.254
C 1.281 0.634 0.897 0.149 0.172 0.255
C 2.161 -4.957 -4.625 0.017 -0.226 0.377
C 1.515 2.007 1.191 0.460 -0.111 0.037
C -1.056 -2.309 1.065 0.357 -0.204 -0.584
C -6.530 4.488 2.282 0.082 -0.287 0.127
C -5.032 3.532 0.213 -0.771 0.369 -0.040
C 3.998 -0.488 -2.778 0.544 0.617 0.231
C -1.125 -3.743 -1.332 -0.136 -0.165 -0.310
H -5.174 3.290 3.460 0.199 0.161 -0.113
H -4.242 1.671 5.058 0.565 -0.105 -0.006
H 0.833 2.780 0.816 0.411 -0.324 -0.029
H 4.311 1.742 3.206 -0.571 -0.170 -0.312
H -1.674 -5.475 -0.143 0.039 0.416 0.018
H 4.973 -2.423 -3.020 -0.109 0.294 0.361
H -0.691 1.093 -1.183 0.485 -0.698 0.719
H 2.762 3.442 2.227 -0.141 -0.135 -0.141
H -7.099 4.808 3.154 0.162 0.013 -0.306
H 2.415 -3.093 -5.694 -0.163 -0.231 0.294
H 1.912 -6.653 -3.276 0.057 0.510 -0.079
H -0.199 2.533 3.605 -0.299 -0.149 0.168
H -2.835 -0.641 5.079 0.164 0.471 -0.150
H 7.257 0.523 -0.840 -0.395 -0.103 -0.219
H 3.721 -0.666 2.918 -0.051 -0.021 -0.106
H 2.182 -2.779 -1.388 -0.053 -0.129 -0.208
H -1.088 -1.762 2.010 0.129 -0.120 -0.211
H -0.560 -1.902 -2.309 -0.026 -0.305 0.321
H -4.283 3.707 -1.785 -0.340 -0.550 0.189
H -4.575 1.997 -1.246 0.288 0.394 0.046
H -2.577 3.712 -0.127 -0.115 -0.320 -0.240
H 3.496 1.616 -2.671 0.079 -0.154 0.293
H -0.336 -0.106 4.149 -0.124 0.100 0.074
H -6.360 4.517 -1.123 -0.207 0.225 0.268
H 5.519 2.243 -1.366 -0.072 -0.376 -0.110
H -2.622 3.627 4.127 0.150 -0.249 0.172
H 1.815 -1.386 1.518 0.273 0.281 -0.149
H 2.706 -0.546 -5.144 -0.128 -0.235 -0.065
H 6.991 -1.805 -1.711 -0.361 0.304 -0.089
H -1.701 -4.154 1.972 0.125 0.216 -0.195
H -1.169 -4.290 -2.276 0.058 0.197 0.250
H 2.209 -5.584 -5.524 -0.048 0.351 0.421
H 1.882 -5.236 -1.213 0.112 0.207 -0.528
H -7.726 5.504 0.797 -0.242 -0.016 0.023
```
Forces are in eV/Å.

Computed properties:
Strongest force on any atom   1.80 eV/Å
Net charge   +1
E_HOMO   -8.7685 eV
Gap between HOMO and LUMO   4.1 eV
Energy   -2695.5033 Eh

Atom charges from the Mulliken analysis, given in e for atoms 1 to 5: 0.7806 -0.2940 -0.9818 0.4043 -0.4218

---

# 4
The following is a DFT calculation (ωB97M-V/def2-TZVPD) of an isolated molecule of C5H6O2.

Structure (XYZ):
```
13
Properties=species:S:1:pos:R:3:forces:R:3
O -1.999 0.908 2.216 1.593 -0.284 -0.387
O 0.147 0.416 1.434 0.784 -1.105 -1.672
C -0.611 -0.804 -0.465 -0.214 -0.030 -0.176
C -1.653 -0.402 0.251 0.013 -0.254 -0.547
C -1.231 0.389 1.434 -0.009 -0.347 -0.543
C 1.487 0.582 -0.816 -0.112 0.352 0.457
C 0.692 -0.390 0.062 -0.713 0.773 1.235
H 1.960 1.223 -0.080 0.296 0.405 -0.176
H 1.317 -1.305 0.221 -0.461 0.955 1.105
H -2.695 -0.563 0.029 -0.036 -0.036 0.037
H 2.288 0.158 -1.452 -0.565 -0.281 0.539
H 0.841 1.185 -1.461 0.008 -0.043 0.263
H -0.548 -1.375 -1.381 -0.584 -0.105 -0.134
```
Forces are in eV/Å.

Computed properties:
Strongest force on any atom   2.15 eV/Å
E_HOMO   -10.2783 eV
Structure (SMILES)   C[C@@H]1C=CC(=O)O1
Gap between HOMO and LUMO   10.8 eV
Energy   -344.5640 Eh

Atom charges from the Mulliken analysis, given in e for atoms 1 to 5: -0.5576 -0.4177 -0.4933 -0.3921 0.3968

---

E_HOMO of number 1 (C20H31F9NO7)? -12.7841 eV